{"formula": "C2H7NS2", "method": "wB97M-V/def2-TZVPD", "symbols": ["N", "C", "C", "S", "S", "H", "H", "H", "H", "H", "H", "H"], "positions_angstrom": [[-0.107, -1.400, 1.383], [0.878, -0.542, 0.762], [0.504, 0.116, -0.557], [-0.765, 1.367, -0.142], [-1.230, 2.415, -1.759], [-0.624, -1.948, 0.712], [-0.723, -0.915, 2.020], [1.251, 0.224, 1.439], [1.746, -1.175, 0.553], [1.340, 0.643, -1.007], [0.091, -0.576, -1.294], [-2.362, 1.791, -2.110]], "nbo_charge": [-0.8394, -0.2410, -0.5302, 0.0538, -0.1166, 0.3599, 0.3674, 0.2044, 0.1943, 0.2219, 0.2091, 0.1163], "homo_energy_ev": -9.0, "largest_force_ev_per_a": 1.5, "molar_mass_da": 109.2, "smiles": "NCCSS", "energy_ev": -25347.9551, "e_above_lowest_kcal_mol": 2.1, "homo_lumo_gap_ev": 9.72}